# 1
DFT (ωB97M-V with the def2-TZVPD basis set) results for C35H90F3N7O10Pd as an isolated structure in a non-equilibrium geometry.

As for the HOMO-LUMO gap (spin up / spin down): 2.98 / 6.51 eV. The value obtained for the strongest force on any atom is 4.4 eV/A. The calculation puts the HOMO energy (spin up / spin down) at -0.794 / -4.332 eV. For the LUMO energy (spin up / spin down), the calculation gives 2.185 / 2.177 eV. As for the net charge: -1. Its spin multiplicity is 4.

Geometry as XYZ:
```
146
C35H90F3N7O10Pd | the OMol25 dataset | ωB97M-V with the def2-TZVPD basis set
Pd 0.933 -2.847 2.387
F 1.534 1.954 0.485
F 2.381 0.568 -1.026
F 0.626 1.749 -1.450
O 5.227 0.242 -6.044
O 6.406 1.135 -0.245
O -1.850 0.789 5.392
O 4.246 4.703 2.745
O 0.021 -1.131 -0.905
O -1.200 -2.337 3.129
O -8.466 -4.846 -1.654
O 1.075 -1.012 1.080
O -6.536 3.002 -3.547
O 2.897 -3.550 1.641
N 2.203 -0.549 -4.069
N -6.347 -2.561 -1.775
N 0.380 1.014 3.501
N -6.277 0.121 -2.982
N 7.072 3.770 -0.762
N 0.298 -3.933 0.622
N 6.001 5.038 4.834
C -4.717 0.446 -1.204
C -3.226 -1.435 1.919
C 6.501 0.898 -5.997
C -5.378 2.328 -2.858
C 2.631 -3.925 0.304
C 5.649 1.138 0.994
C 3.052 0.263 -4.936
C 2.760 1.719 -4.704
C 5.672 1.851 -1.228
C -1.963 1.511 4.205
C -2.634 -2.226 3.118
C 2.989 5.074 2.203
C 5.649 3.699 4.461
C -7.415 -4.490 -0.670
C 1.117 -5.308 -1.192
C 1.233 1.037 -0.516
C -6.136 -3.914 -1.354
C 4.247 3.811 3.836
C -1.657 -1.915 -2.303
C -1.232 -0.773 -1.426
C 1.394 -4.816 0.274
C -3.106 0.531 6.036
C -0.639 2.011 3.557
C 5.702 3.330 -0.984
C -3.396 -3.549 3.367
C 5.152 3.996 -2.279
C -6.166 3.673 -4.687
C 4.627 -0.065 -4.774
C -1.166 2.611 2.221
C -5.064 -3.766 -0.262
C -5.800 1.099 -2.017
C 5.828 2.716 5.623
C 0.380 -0.217 0.092
C -9.767 -4.783 -1.022
C 3.976 -4.204 2.261
H 3.396 -4.348 -0.347
H 1.247 1.491 3.299
H 3.071 5.844 1.436
H -4.177 -3.247 -0.624
H -6.808 -2.059 -1.030
H 5.716 3.712 -3.167
H 6.245 0.439 1.581
H -7.091 -2.542 -2.457
H -6.171 -0.811 -2.608
H 7.284 3.403 0.155
H -6.976 4.353 -4.950
H -6.719 1.250 -1.452
H 6.844 0.802 -7.027
H 4.071 2.777 3.541
H 4.798 -1.103 -4.491
H -3.748 1.410 5.986
H 0.264 -5.986 -1.204
H 4.947 -4.011 1.804
H -5.231 4.232 -4.635
H -5.694 0.119 -3.807
H -5.096 -0.303 -0.508
H 6.799 2.626 6.111
H -4.000 -0.053 -1.855
H 4.616 0.799 0.929
H -2.454 0.829 3.511
H 2.792 0.076 -5.978
H 5.633 1.682 5.338
H -2.895 0.429 7.100
H -5.797 -4.537 -2.182
H 2.345 -3.009 -0.214
H -5.017 3.030 -2.107
H -4.867 -4.784 0.074
H 1.246 -0.509 -4.391
H -2.636 -1.814 -2.772
H 2.017 -5.828 -1.521
H 5.269 5.075 -2.180
H 3.775 -5.271 2.358
H -5.454 -3.216 0.594
H 5.056 0.549 -3.983
H -6.219 2.892 -5.445
H 4.342 -3.923 3.249
H -7.776 -3.810 0.101
H -0.122 2.750 4.170
H 5.797 5.664 4.069
H -1.184 0.109 -2.064
H 1.681 1.872 -4.714
H 7.212 0.435 -5.314
H -4.582 2.003 -3.527
H -1.847 1.920 1.722
H 6.346 1.972 -5.891
H -2.909 -1.577 3.949
H 6.199 1.654 -2.161
H -2.848 -0.419 1.802
H 1.544 -5.666 0.940
H -0.422 2.974 1.513
H -3.007 -4.195 4.154
H -0.503 -4.539 0.515
H -3.093 -1.885 0.935
H 0.281 -3.230 -0.103
H 3.238 2.321 -5.476
H 0.271 0.330 2.766
H 2.405 4.270 1.756
H 2.399 5.630 2.932
H -1.016 -2.231 -3.127
H 5.145 3.001 6.424
H 2.184 -0.381 -3.073
H -4.082 1.129 -0.641
H 3.154 2.049 -3.743
H 4.656 1.487 -1.381
H 1.157 -4.668 -2.073
H -1.796 3.477 2.423
H 4.078 3.871 -2.415
H -10.143 -3.840 -0.623
H -10.441 -5.166 -1.787
H 3.600 4.123 4.656
H 5.004 3.603 -0.192
H -0.542 0.170 0.527
H -2.623 2.369 4.326
H -3.698 -0.296 5.643
H -3.355 -3.998 2.375
H 6.357 3.444 3.673
H -9.722 -5.442 -0.155
H -1.724 -2.828 -1.711
H 5.288 5.397 5.453
H -4.315 -1.398 1.952
H -2.003 -0.619 -0.672
H -7.109 -5.388 -0.132
H -4.427 -3.397 3.688
H 5.683 2.043 1.600
H 7.165 4.767 -0.633
```

***

# 2
DFT (ωB97M-V with the def2-TZVPD basis set) results for a 3-piece molecular cluster, C31H43ClF9IN2O2P overall in a non-equilibrium geometry.

As for the HOMO-LUMO gap: 5.38 eV. The value obtained for the strongest force on any atom is 10.3 eV/A. The calculation puts the HOMO energy at -11.473 eV. For the LUMO energy, the calculation gives -6.089 eV. As for the net charge: +1.

Geometry as XYZ:
```
90
C31H43ClF9IN2O2P | the OMol25 dataset | ωB97M-V with the def2-TZVPD basis set
I -4.368 2.285 0.921
Cl -0.092 6.521 -4.328
P -3.505 6.813 -3.450
F 0.684 -3.858 -3.149
F 3.029 -3.412 -3.735
F -6.170 4.836 -0.343
F -1.117 0.023 1.715
F 1.216 -1.907 -4.524
F -1.501 0.831 -0.499
F -4.630 2.305 -2.606
F -6.187 5.559 -2.549
F -6.853 2.391 -1.465
O -1.455 3.054 2.743
O 0.063 2.024 1.031
N -2.933 5.789 -2.121
N -3.888 5.785 -4.684
C 4.908 -5.228 -1.521
C 0.800 -0.096 -0.086
C -3.894 4.817 -1.399
C -0.356 6.892 -2.510
C -5.522 -4.070 4.205
C 1.873 -1.851 -2.050
C 3.332 -1.685 -1.269
C -5.680 -3.873 5.704
C -3.434 -1.913 1.928
C -1.654 3.906 0.259
C 8.309 -4.852 1.859
C 2.258 0.100 0.658
C -4.078 -4.354 3.784
C -3.416 -1.877 3.448
C 0.837 9.243 -1.891
C 6.151 -4.415 -1.199
C -0.634 8.514 -2.210
C -5.474 4.623 -1.673
C -1.015 2.958 1.459
C -3.252 3.833 -0.206
C 7.211 -5.801 1.404
C -1.434 5.897 -1.767
C 1.701 -2.790 -3.399
C -0.488 0.737 0.580
C 0.565 -1.032 -1.412
C 7.425 -6.331 -0.016
C 7.422 -5.265 -1.117
C -5.834 3.116 -2.313
C 3.569 -0.729 0.062
C -3.079 -3.231 4.079
C -0.737 4.982 -0.549
H 0.736 6.733 -2.047
H -4.379 -1.508 3.820
H -2.088 -3.548 3.729
H -0.448 -1.167 -1.981
H -6.733 -3.701 5.953
H -4.201 -2.594 1.549
H -6.386 3.265 -3.362
H -2.595 7.763 -3.995
H 2.361 0.812 1.581
H -3.651 -0.917 1.531
H 6.238 -5.306 1.488
H 0.907 10.328 -2.368
H -1.072 9.076 -3.146
H 8.282 -4.599 -0.984
H 4.697 -5.969 -0.745
H -1.279 8.657 -1.229
H 6.654 -7.080 -0.231
H 8.123 -4.527 2.889
H -5.342 -4.758 6.251
H 6.288 -3.660 -1.983
H 1.745 8.640 -2.347
H -3.733 -5.265 4.289
H -2.464 -2.232 1.535
H -4.677 7.574 -2.994
H -4.925 5.885 -4.863
H 9.286 -5.345 1.832
H 7.577 -5.764 -2.082
H 4.036 -4.570 -1.596
H 8.356 -3.956 1.233
H -6.147 -4.917 3.897
H 1.035 9.362 -0.730
H 5.021 -5.750 -2.476
H -5.111 -3.009 6.061
H -4.064 -4.584 2.712
H 5.998 -3.862 -0.265
H -5.912 -3.195 3.675
H -2.663 -1.146 3.771
H 0.400 5.082 -0.258
H 4.614 -0.605 0.582
H 7.181 -6.655 2.092
H 8.382 -6.866 -0.056
H 4.265 -2.289 -1.689
H -2.985 -3.100 5.163
```

***

# 3
DFT (ωB97M-V with the def2-TZVPD basis set) results for C34H45GeN3O8PS4SeV as an isolated structure.

As for the HOMO-LUMO gap (spin up / spin down): 4.97 / 5.58 eV. The value obtained for the strongest force on any atom is 0.6 eV/A. As for the energy relative to the best compared isomer or geometry (same formula, charge and spin): 60.2 kcal/mol. The calculation puts the HOMO energy (spin up / spin down) at -4.511 / -4.509 eV. For the LUMO energy (spin up / spin down), the calculation gives 0.457 / 1.072 eV. As for the net charge: -1. Its spin multiplicity is 2.

Geometry as XYZ:
```
98
C34H45GeN3O8PS4SeV | the OMol25 dataset | ωB97M-V with the def2-TZVPD basis set
Se -3.501 1.505 -1.275
Ge -2.444 4.813 -0.678
V -0.960 0.690 -0.832
S 4.195 -0.659 1.439
S 1.294 0.771 -0.618
S 1.210 -2.311 1.746
S 3.480 -0.180 -2.433
P 2.595 -1.107 2.479
O -3.504 -1.307 -1.067
O -1.025 -0.540 -2.051
O -2.494 -3.331 -0.905
O 1.790 0.247 2.918
O -1.004 2.366 2.786
O 3.132 -1.671 3.918
O -0.915 1.974 0.576
O -2.103 -2.454 4.276
N 0.163 1.739 -3.327
N -1.567 -0.422 0.764
N 1.364 1.067 -3.336
C -0.389 -3.017 -4.636
C -0.601 4.688 -1.285
C -0.666 -0.273 -4.344
C -2.627 4.943 1.255
C 2.407 -4.377 -1.113
C -2.014 1.924 -4.334
C -1.963 -1.799 3.110
C -3.650 3.446 -1.458
C 2.607 2.464 2.429
C 3.246 -4.005 -3.725
C 1.893 0.630 -2.266
C 2.986 -1.524 -3.567
C -1.340 0.157 1.961
C 1.836 1.807 4.737
C 3.467 -3.314 5.577
C -1.031 1.620 1.841
C -0.414 -0.806 -5.594
C -0.773 1.169 -3.993
C -1.568 -0.464 3.153
C -0.266 -2.182 -5.738
C 3.118 -5.291 -3.217
C -2.250 -2.382 1.884
C 2.533 1.361 3.466
C 2.529 -3.094 -1.624
C -4.200 1.388 0.524
C 2.691 -5.479 -1.911
C 2.434 -2.664 4.677
C -3.216 6.451 -1.448
C -2.738 -2.168 -0.573
C 2.935 -2.898 -2.941
C -0.783 -1.132 -3.248
C -0.665 -2.502 -3.377
C 1.291 -2.053 5.464
C -2.090 -1.658 0.722
H 1.883 1.027 5.496
H -2.068 2.034 -5.421
H 2.029 -3.396 3.975
H -2.620 -3.397 1.804
H 1.670 -1.309 6.168
H 3.545 1.022 3.692
H 0.791 2.041 4.528
H -2.908 1.378 -4.026
H -2.279 -3.385 4.098
H -0.301 -0.148 -6.447
H 3.362 -6.144 -3.840
H 4.293 -3.706 4.984
H 3.125 2.101 1.542
H 0.769 -2.830 6.029
H -0.097 3.802 -0.906
H -3.570 1.943 1.215
H -4.668 3.668 -1.131
H 2.338 -2.255 -0.963
H -3.643 3.623 -2.535
H 0.580 -1.577 4.791
H -0.807 -3.131 -2.507
H -0.539 4.687 -2.374
H 2.599 -6.480 -1.508
H 2.007 -1.245 -3.958
H 2.105 -4.494 -0.081
H -1.987 2.915 -3.884
H 1.605 2.801 2.154
H -4.245 6.591 -1.108
H 3.160 3.316 2.834
H -0.051 -2.599 -6.713
H -0.270 -4.087 -4.748
H -5.206 1.801 0.518
H -1.397 0.064 4.080
H -0.057 5.559 -0.912
H 3.016 -4.132 6.143
H 3.867 -2.581 6.283
H -3.218 6.405 -2.539
H 3.676 -1.516 -4.410
H -2.173 4.101 1.775
H -2.636 7.325 -1.145
H -4.224 0.327 0.755
H 3.581 -3.858 -4.747
H 2.322 2.702 5.132
H -3.679 5.028 1.534
H -2.114 5.848 1.587
```

***

# 4
DFT (ωB97M-V with the def2-TZVPD basis set) results for a 5-piece molecular cluster, C33H73ClN5O11 overall in a non-equilibrium geometry.

As for the HOMO-LUMO gap: 6.43 eV. The value obtained for the strongest force on any atom is 9.8 eV/A. The calculation puts the HOMO energy at -4.542 eV. For the LUMO energy, the calculation gives 1.884 eV. As for the net charge: -1.

Geometry as XYZ:
```
123
C33H73ClN5O11 | the OMol25 dataset | ωB97M-V with the def2-TZVPD basis set
Cl 6.332 0.974 -0.259
O -1.832 -2.394 -3.977
O 3.669 -5.519 -0.768
O 5.369 7.338 6.074
O 1.060 4.990 1.137
O 3.243 4.224 6.013
O 3.320 9.331 9.565
O -5.922 -4.936 -3.449
O 2.339 -1.209 -0.709
O -4.348 -0.904 -7.412
O -0.058 2.837 1.728
O -8.779 -7.079 -0.692
N 1.048 -4.068 -1.096
N 4.962 10.178 7.000
N -3.961 -3.569 -5.756
N -8.807 -5.800 -3.582
N 3.475 3.096 2.375
C 3.445 -5.826 0.604
C 2.513 2.749 1.259
C 3.465 -2.028 -0.428
C -6.966 -4.226 -4.129
C 4.289 7.377 5.148
C -4.040 -2.198 -7.936
C 4.496 10.143 9.533
C -4.570 -3.367 -7.077
C -2.734 -2.104 -2.915
C 6.308 8.407 5.896
C 3.086 3.234 -0.228
C -2.525 -3.865 -5.804
C 2.759 3.363 3.694
C 5.247 0.848 3.117
C 5.460 2.346 -1.162
C 3.461 8.067 8.934
C -3.451 -0.445 -6.412
C 6.214 9.414 7.055
C 1.042 3.531 1.415
C -8.315 -4.428 -3.418
C 2.598 -5.935 -1.625
C -7.405 -6.750 -0.829
C -5.444 -6.065 -4.173
C 3.832 2.041 -1.069
C 1.550 -1.647 -1.818
C 1.824 -4.717 -2.159
C 3.764 3.254 5.014
C -1.884 -3.760 -4.410
C -9.928 -6.139 -2.697
C 4.353 1.857 2.647
C -9.679 -6.079 -1.175
C 0.526 -2.747 -1.465
C 4.676 10.939 8.222
H 4.469 7.657 9.035
H -2.427 -0.792 -6.576
H -9.380 -5.086 -0.831
H 5.647 3.412 -0.700
H 4.190 9.539 6.838
H 3.065 -6.444 -2.475
H -6.172 -6.878 -4.153
H 1.145 -5.042 -2.953
H 2.313 4.462 3.731
H -4.529 -6.416 -3.687
H -7.026 -4.493 -5.189
H -3.449 0.649 -6.438
H -10.638 -6.287 -0.686
H -9.048 -3.730 -3.833
H 3.747 11.489 8.033
H -0.177 -2.864 -2.300
H -10.782 -5.498 -2.947
H 1.930 -6.653 -1.137
H 2.305 1.586 1.189
H -3.808 -0.742 -5.424
H -8.167 -4.183 -2.362
H -5.638 -3.198 -6.903
H 5.381 9.560 9.802
H 7.060 10.106 7.001
H 4.226 -1.401 0.046
H 5.931 0.185 3.836
H -6.853 -7.275 -0.044
H 6.196 8.900 4.925
H -4.554 -2.253 -8.902
H -3.764 -2.073 -3.276
H 4.368 10.877 10.336
H -10.222 -7.164 -2.949
H 3.148 -6.873 0.734
H 2.124 3.547 -0.859
H -4.109 -2.727 -5.209
H 0.978 -0.768 -2.136
H 6.291 8.848 7.987
H -2.974 -2.284 -8.161
H 3.596 8.184 5.391
H -0.062 -2.396 -0.609
H 1.887 2.578 3.907
H 3.638 0.957 -0.656
H -5.204 -5.800 -5.209
H -8.049 -6.449 -3.395
H 2.555 -4.030 -2.592
H 3.747 6.430 5.221
H 2.184 -1.912 -2.668
H -2.379 -4.878 -6.192
H 4.382 -5.665 1.145
H 3.364 3.799 6.925
H 4.863 3.583 4.779
H 3.437 2.102 -2.194
H 5.463 11.690 8.363
H -0.845 -4.098 -4.483
H -2.484 -1.116 -2.518
H 7.303 7.948 5.920
H 3.193 -2.803 0.292
H 3.685 2.136 5.420
H 3.715 4.210 -0.080
H 5.790 2.355 -2.298
H -7.026 -7.115 -1.786
H 4.651 7.488 4.119
H -1.998 -3.166 -6.459
H -2.390 -4.406 -3.685
H -6.702 -3.164 -4.071
H -7.217 -5.678 -0.720
H -4.489 -4.299 -7.650
H -2.642 -2.835 -2.103
H 2.761 7.374 9.410
H 3.174 8.140 7.882
H 2.689 -5.166 1.033
H 1.636 -3.957 -0.276
H 3.899 -2.469 -1.330
```

***

# 5
DFT (ωB97M-V with the def2-TZVPD basis set) results for C4H12F4O2S2Tl as an isolated structure in a non-equilibrium geometry.

As for the HOMO-LUMO gap: 5.30 eV. The value obtained for the strongest force on any atom is 3.7 eV/A. The calculation puts the HOMO energy at -6.060 eV. For the LUMO energy, the calculation gives -0.761 eV. As for the net charge: -1.

Geometry as XYZ:
```
25
C4H12F4O2S2Tl | the OMol25 dataset | ωB97M-V with the def2-TZVPD basis set
Tl 1.592 -0.042 2.530
S 0.000 2.527 -0.238
S 0.166 -2.942 0.209
F 3.328 -0.626 0.407
F 3.388 -1.567 3.799
F 3.985 1.438 2.687
F -1.115 0.537 2.718
O 1.141 -2.259 1.092
O 0.470 1.199 0.238
C 0.505 -2.273 -1.450
C -1.759 2.656 0.082
C -0.066 2.224 -2.027
C -1.482 -2.239 0.475
H 0.349 -1.196 -1.440
H -1.941 -2.424 -0.502
H -2.027 2.559 1.136
H -2.118 -2.775 1.177
H -0.927 2.598 -2.581
H -2.115 3.572 -0.386
H -0.083 -2.791 -2.208
H 1.549 -2.544 -1.596
H 0.824 2.665 -2.478
H -1.444 -1.189 0.775
H 0.039 1.148 -2.156
H -2.256 1.743 -0.263
```